1.
{"formula": "C27H72O9", "method": "wB97M-V/def2-TZVPD", "smiles": "CC(C)O.CC(C)O.CC(C)O.CC(C)O.CC(C)O.CC(C)O.CC(C)O.CC(C)O.CC(C)O", "lumo_energy_ev": 0.544, "gap_ev": 9.516, "charge": 0, "species": ["C", "C", "C", "O", "H", "H", "H", "H", "H", "H", "H", "H", "C", "C", "C", "O", "H", "H", "H", "H", "H", "H", "H", "H", "C", "C", "C", "O", "H", "H", "H", "H", "H", "H", "H", "H", "C", "C", "C", "O", "H", "H", "H", "H", "H", "H", "H", "H", "C", "C", "C", "O", "H", "H", "H", "H", "H", "H", "H", "H", "C", "C", "C", "O", "H", "H", "H", "H", "H", "H", "H", "H", "C", "C", "C", "O", "H", "H", "H", "H", "H", "H", "H", "H", "C", "C", "C", "O", "H", "H", "H", "H", "H", "H", "H", "H", "C", "C", "C", "O", "H", "H", "H", "H", "H", "H", "H", "H"], "coordinates": [[9.9869, 7.9760, 10.7045], [10.2842, 8.8642, 11.9198], [10.7732, 10.1921, 11.3260], [9.1566, 9.0143, 12.6690], [10.8520, 7.6785, 10.1034], [9.3278, 8.5764, 10.0613], [9.5433, 7.0702, 10.9680], [11.0422, 8.2983, 12.4885], [11.5541, 10.0289, 10.5463], [10.9820, 11.0003, 12.0398], [9.8810, 10.5529, 10.7220], [8.8583, 8.2543, 13.2122], [9.0241, 11.0651, 20.1444], [7.9394, 10.7443, 19.0665], [7.2780, 12.0079, 18.5092], [8.4980, 10.0439, 17.9625], [8.5187, 11.7645, 20.8114], [9.8528, 11.5378, 19.6052], [9.3785, 10.2470, 20.7316], [7.1984, 10.0469, 19.5076], [8.0604, 12.6024, 18.0080], [7.0229, 12.7382, 19.3200], [6.4324, 11.8384, 17.8198], [9.2893, 10.4048, 17.5869], [10.0520, 3.0810, 11.7770], [10.8363, 4.1760, 12.5108], [12.0902, 4.5977, 11.7396], [10.0412, 5.3280, 12.7931], [9.7903, 3.4956, 10.7686], [9.1044, 2.7700, 12.2594], [10.7461, 2.1878, 11.6816], [11.1196, 3.6789, 13.4944], [11.8211, 5.1870, 10.8206], [12.6023, 3.6842, 11.4080], [12.7149, 5.1889, 12.3742], [9.1897, 5.0950, 13.1652], [8.4613, 12.8252, 14.6613], [8.5295, 14.0044, 13.6922], [10.0105, 14.3652, 13.5166], [7.9969, 13.6602, 12.4016], [9.3082, 12.9193, 15.3449], [8.6062, 11.8696, 14.1015], [7.5192, 12.6886, 15.2393], [7.8881, 14.9039, 13.9957], [10.4567, 14.4867, 14.5133], [10.1796, 15.2298, 12.8709], [10.4411, 13.4534, 13.1273], [8.0048, 14.4633, 11.8151], [8.3454, 4.8090, 16.9167], [8.0181, 6.1166, 17.6623], [8.8980, 6.4319, 18.9010], [8.0034, 7.2030, 16.7630], [8.4554, 4.0232, 17.6269], [9.2967, 5.0148, 16.3046], [7.5349, 4.4294, 16.1890], [7.0125, 5.9053, 18.0351], [8.7362, 5.7450, 19.7394], [8.5396, 7.4456, 19.1924], [9.9563, 6.4678, 18.5433], [8.0193, 8.0681, 17.2340], [13.6947, 13.6243, 14.0467], [14.1706, 12.7232, 12.9028], [14.5565, 13.4814, 11.6389], [15.3039, 11.9338, 13.2818], [12.7696, 14.1745, 13.8178], [14.4287, 14.3805, 14.2345], [13.4233, 13.0632, 14.8846], [13.2632, 12.1383, 12.6983], [14.9358, 12.7156, 10.9489], [15.3289, 14.2035, 11.9005], [13.7240, 14.0565, 11.2080], [15.5958, 11.4221, 12.5524], [14.5190, 10.5581, 20.6619], [13.2412, 11.0642, 19.9566], [13.4151, 12.4761, 19.4088], [12.9358, 10.1621, 18.8848], [14.3264, 9.6702, 21.2233], [14.8561, 11.3182, 21.3911], [15.3314, 10.4480, 19.9654], [12.4792, 11.0358, 20.7141], [13.7442, 13.1252, 20.2534], [12.5444, 12.8424, 18.8336], [14.3021, 12.3294, 18.7981], [13.0601, 9.3029, 19.2048], [5.7523, 8.3908, 14.1185], [6.4698, 7.1818, 13.5542], [6.3086, 7.0627, 12.0168], [7.8118, 7.1246, 13.9529], [5.6993, 8.3140, 15.2089], [4.7314, 8.1869, 13.7068], [6.2981, 9.3092, 13.8162], [5.8659, 6.3045, 13.8989], [5.2372, 7.0650, 11.7878], [6.7873, 6.1629, 11.6299], [6.7389, 7.9606, 11.4962], [7.8301, 7.0575, 14.8832], [12.0555, 10.8032, 14.8891], [11.0353, 10.0563, 15.7830], [11.4854, 8.6489, 16.0388], [10.9083, 10.7491, 17.0570], [12.1852, 10.1866, 14.0409], [12.9720, 10.8150, 15.4291], [11.7160, 11.8404, 14.6797], [10.0777, 10.0563, 15.3080], [10.8406, 8.1495, 16.7817], [12.5234, 8.6631, 16.4055], [11.5781, 8.0546, 15.1294], [11.4954, 10.2897, 17.6614]], "mulliken_charge": [-1.81, 1.50, -1.26, -0.22, 0.38, 0.39, 0.38, -0.02, 0.36, -0.02, 0.39, 0.24, -1.11, 0.38, -1.24, -0.16, 0.44, 0.06, 0.34, 0.35, 0.21, 0.38, 0.28, 0.37, -1.39, 0.62, -1.23, -0.20, 0.29, 0.37, 0.38, 0.15, 0.21, 0.42, 0.31, 0.05, -0.45, 0.34, -0.97, -0.56, -0.02, -0.01, 0.31, 0.20, 0.34, 0.41, 0.10, 0.32, -1.26, 0.66, -1.05, -0.30, 0.50, 0.17, 0.25, 0.16, 0.45, 0.18, 0.20, 0.00, -1.25, 1.43, -1.36, -0.56, 0.19, 0.45, 0.30, -0.49, 0.41, 0.33, 0.32, 0.34, -1.64, 0.57, -1.16, -0.34, 0.47, 0.39, 0.38, 0.17, 0.37, 0.24, 0.34, 0.18, -1.12, 0.51, -1.31, -0.27, 0.25, 0.42, 0.13, 0.30, 0.46, 0.29, 0.17, -0.07, -0.91, 1.48, -1.87, -0.69, 0.25, 0.41, -0.24, 0.00, 0.30, 0.39, 0.37, 0.13]}



2.
{"formula": "C27H72O9", "method": "wB97M-V/def2-TZVPD", "smiles": "CC(C)O.CC(C)O.CC(C)O.CC(C)O.CC(C)O.CC(C)O.CC(C)O.CC(C)O.CC(C)O", "lumo_energy_ev": 0.330, "gap_ev": 9.464, "charge": 0, "species": ["C", "C", "C", "O", "H", "H", "H", "H", "H", "H", "H", "H", "C", "C", "C", "O", "H", "H", "H", "H", "H", "H", "H", "H", "C", "C", "C", "O", "H", "H", "H", "H", "H", "H", "H", "H", "C", "C", "C", "O", "H", "H", "H", "H", "H", "H", "H", "H", "C", "C", "C", "O", "H", "H", "H", "H", "H", "H", "H", "H", "C", "C", "C", "O", "H", "H", "H", "H", "H", "H", "H", "H", "C", "C", "C", "O", "H", "H", "H", "H", "H", "H", "H", "H", "C", "C", "C", "O", "H", "H", "H", "H", "H", "H", "H", "H", "C", "C", "C", "O", "H", "H", "H", "H", "H", "H", "H", "H"], "coordinates": [[13.4299, -26.8779, -13.7760], [12.3908, -26.2228, -14.7206], [12.3080, -26.8931, -16.1110], [11.1357, -26.4544, -14.1016], [14.3754, -26.8099, -14.3142], [13.2053, -27.9260, -13.5781], [13.5854, -26.3795, -12.8192], [12.4923, -25.1451, -14.8488], [12.0411, -27.9481, -16.0476], [13.2566, -26.7159, -16.6178], [11.4896, -26.4547, -16.6822], [11.1399, -25.9294, -13.2979], [11.9202, -23.5650, -18.1748], [10.7453, -22.7013, -18.6090], [9.3770, -23.2302, -18.1943], [10.9680, -21.4082, -18.0100], [12.8135, -23.0701, -18.5559], [11.8441, -24.5446, -18.6466], [11.9830, -23.6392, -17.0891], [10.8031, -22.5993, -19.6926], [9.3645, -23.4833, -17.1341], [9.0971, -24.1698, -18.6706], [8.6430, -22.4427, -18.3649], [10.2336, -20.8508, -18.2774], [16.6582, -29.1434, -12.7180], [17.8134, -29.0687, -13.7062], [18.9158, -30.1167, -13.4513], [17.1680, -29.2265, -14.9352], [15.9888, -28.3270, -12.9893], [16.9820, -29.0318, -11.6832], [16.1426, -30.1009, -12.7906], [18.2325, -28.0644, -13.6445], [19.7280, -30.0930, -14.1779], [18.6157, -31.1596, -13.3487], [19.3909, -29.9077, -12.4929], [17.7592, -28.9584, -15.6425], [17.9296, -20.4547, -15.9767], [18.7063, -21.3525, -16.9238], [19.3876, -22.4934, -16.1543], [17.8164, -22.0403, -17.8344], [18.4799, -19.8347, -15.2690], [17.3608, -21.1619, -15.3730], [17.2108, -19.8029, -16.4733], [19.4319, -20.7592, -17.4801], [18.7469, -22.8719, -15.3578], [20.3538, -22.2026, -15.7420], [19.6708, -23.3111, -16.8171], [17.5529, -21.4274, -18.5247], [16.2148, -25.0442, -18.5153], [16.9261, -25.1603, -17.2237], [16.2416, -26.2320, -16.3552], [18.2520, -25.6914, -17.6257], [16.0932, -25.9514, -19.1072], [16.6153, -24.3164, -19.2211], [15.2333, -24.6698, -18.2246], [17.0941, -24.2753, -16.6100], [15.2455, -25.8643, -16.1088], [16.7949, -26.3624, -15.4251], [16.0175, -27.1706, -16.8621], [18.5523, -25.1953, -18.3908], [20.0245, -22.0747, -20.6650], [19.0226, -23.1479, -20.8507], [19.3884, -24.0856, -21.9924], [19.0278, -23.8320, -19.5872], [20.9031, -22.3216, -20.0692], [19.7038, -21.2431, -20.0376], [20.4660, -21.6154, -21.5494], [18.0356, -22.7332, -21.0553], [18.6357, -24.8739, -21.9850], [20.3879, -24.5205, -21.9880], [19.2503, -23.5392, -22.9254], [18.7064, -23.2101, -18.9302], [19.5050, -30.3754, -17.7751], [18.9345, -29.0129, -18.1850], [17.6463, -29.1808, -18.9951], [18.6745, -28.3973, -16.9042], [18.7537, -30.9503, -17.2338], [20.4540, -30.2615, -17.2511], [19.7689, -30.9722, -18.6482], [19.6536, -28.3928, -18.7202], [16.8423, -29.6231, -18.4069], [17.9173, -29.9032, -19.7651], [17.2146, -28.2205, -19.2771], [18.6117, -27.4629, -17.1151], [15.1835, -24.4109, -11.0228], [16.0912, -24.8624, -12.1639], [15.8761, -24.0495, -13.4610], [17.3889, -24.6668, -11.7273], [15.3709, -23.3612, -10.7968], [15.4889, -24.8811, -10.0881], [14.1454, -24.6378, -11.2656], [16.0177, -25.9302, -12.3704], [14.8706, -24.2063, -13.8516], [16.5959, -24.3509, -14.2219], [16.0123, -22.9820, -13.2877], [17.6109, -23.7345, -11.6715], [16.1574, -22.9427, -23.5248], [14.8205, -23.5849, -23.1923], [14.7128, -24.0726, -21.7294], [13.9126, -22.4805, -23.3686], [16.9524, -23.6394, -23.2588], [16.3116, -21.9940, -23.0108], [16.2531, -22.7711, -24.5969], [14.6253, -24.4152, -23.8709], [15.4657, -24.8463, -21.5792], [13.7710, -24.5483, -21.4556], [14.9675, -23.2339, -21.0816], [13.8590, -22.3415, -24.3170]], "mulliken_charge": [-0.18, 0.66, -1.05, -0.60, -0.37, 0.35, 0.17, 0.03, 0.39, 0.11, 0.32, 0.35, -1.01, 0.39, -1.26, -0.56, 0.21, 0.44, 0.21, 0.23, 0.32, 0.35, 0.36, 0.32, -1.06, 1.03, -1.54, -0.48, -0.13, 0.41, 0.38, 0.20, 0.33, 0.32, 0.41, 0.34, -1.14, 0.48, -1.03, -0.40, 0.36, 0.11, 0.34, 0.37, 0.07, 0.47, 0.26, 0.23, -0.73, 2.08, -1.79, -0.58, 0.24, -0.06, 0.14, -0.59, 0.19, 0.30, 0.35, 0.39, -1.48, 1.25, -1.81, -0.51, 0.34, 0.33, 0.44, -0.05, 0.38, 0.38, 0.46, 0.01, -1.56, 0.69, -1.12, -0.56, 0.30, 0.33, 0.48, 0.38, 0.22, 0.47, 0.09, 0.08, -1.53, 1.09, -0.77, -0.61, 0.36, 0.36, 0.33, -0.28, 0.10, 0.03, 0.52, 0.37, -0.99, 0.36, -1.06, -0.56, 0.03, 0.30, 0.47, 0.23, 0.30, 0.39, 0.18, 0.34]}



3.
{"formula": "C27H74O10", "method": "wB97M-V/def2-TZVPD", "smiles": "CC(C)O.CC(C)O.CC(C)O.CC(C)O.CC(C)O.CC(C)O.CC(C)O.CCO.CCO.CCO", "lumo_energy_ev": 0.015, "gap_ev": 9.844, "charge": 0, "species": ["C", "C", "C", "O", "H", "H", "H", "H", "H", "H", "H", "H", "C", "C", "C", "O", "H", "H", "H", "H", "H", "H", "H", "H", "C", "C", "C", "O", "H", "H", "H", "H", "H", "H", "H", "H", "C", "C", "C", "O", "H", "H", "H", "H", "H", "H", "H", "H", "C", "C", "C", "O", "H", "H", "H", "H", "H", "H", "H", "H", "C", "C", "C", "O", "H", "H", "H", "H", "H", "H", "H", "H", "C", "C", "C", "O", "H", "H", "H", "H", "H", "H", "H", "H", "C", "C", "O", "H", "H", "H", "H", "H", "H", "C", "C", "O", "H", "H", "H", "H", "H", "H", "C", "C", "O", "H", "H", "H", "H", "H", "H"], "coordinates": [[-5.9750, -2.1079, -5.9767], [-6.4787, -3.5853, -5.7216], [-7.9012, -3.7310, -6.2516], [-5.5597, -4.3755, -6.3197], [-5.7886, -1.9466, -7.0385], [-5.0731, -1.9102, -5.3974], [-6.6718, -1.3823, -5.5571], [-6.5227, -3.7614, -4.6468], [-7.8686, -3.8786, -7.3311], [-8.5997, -2.9194, -6.0480], [-8.2951, -4.6581, -5.8352], [-5.0037, -3.8197, -6.8708], [3.7694, -6.5133, -0.5323], [3.1112, -7.3810, 0.6077], [2.8858, -8.8407, 0.2477], [3.9117, -7.3901, 1.7534], [3.1982, -6.7284, -1.4353], [4.8122, -6.7495, -0.7445], [3.5026, -5.4730, -0.3464], [2.0973, -7.0053, 0.7456], [2.6602, -9.4381, 1.1310], [3.7971, -9.3421, -0.0782], [2.0904, -8.9162, -0.4938], [4.2186, -6.5272, 2.0410], [-7.6828, 2.9526, -0.8650], [-7.3580, 4.3284, -1.3298], [-6.2922, 4.2078, -2.5887], [-8.5930, 4.7204, -1.8989], [-7.1958, 2.9082, 0.1092], [-7.3577, 2.1829, -1.5651], [-8.7342, 2.7173, -0.6998], [-7.0768, 4.9665, -0.4921], [-5.3869, 3.6073, -2.4995], [-5.9041, 5.1094, -3.0625], [-6.8492, 3.8026, -3.4335], [-8.3973, 5.5475, -2.3450], [7.6400, -2.8484, 3.0706], [6.7094, -2.2030, 4.1289], [6.5411, -0.6923, 4.0260], [5.3902, -2.7626, 3.9435], [7.2697, -2.6333, 2.0682], [7.5699, -3.9343, 3.1335], [8.6817, -2.5676, 3.2257], [7.0782, -2.4235, 5.1307], [7.5746, -0.3610, 3.9248], [6.0221, -0.1554, 4.8201], [6.0550, -0.4742, 3.0750], [4.9291, -2.0776, 3.4539], [6.3004, 1.0621, -4.9943], [5.1062, 1.0759, -6.0235], [4.7507, -0.3475, -6.3193], [4.0363, 1.5842, -5.2717], [6.5988, 2.0635, -4.6841], [7.1458, 0.5760, -5.4812], [6.0439, 0.4845, -4.1062], [5.3123, 1.7779, -6.8315], [5.6056, -0.9734, -6.5752], [3.9221, -0.3252, -7.0272], [4.3321, -0.7991, -5.4199], [3.7646, 0.8529, -4.7122], [-0.8702, 2.6532, 5.9041], [0.6680, 2.4750, 5.7194], [1.5052, 2.4458, 6.9527], [0.8240, 1.3558, 4.9392], [-1.0410, 3.6582, 6.2902], [-1.3797, 1.8768, 6.4747], [-1.4514, 2.7179, 4.9843], [1.1138, 3.2565, 5.1042], [1.4296, 1.4388, 7.3631], [1.2023, 3.2249, 7.6522], [2.5344, 2.6202, 6.6390], [0.3902, 0.6134, 5.3662], [-5.8564, -3.1596, 2.7579], [-4.8469, -3.9555, 1.9762], [-3.6345, -4.2170, 2.8424], [-5.4324, -5.2158, 1.6076], [-6.7756, -3.0898, 2.1763], [-5.5486, -2.1208, 2.8768], [-5.9862, -3.6408, 3.7273], [-4.6806, -3.3084, 1.1150], [-3.1931, -3.2824, 3.1887], [-2.8441, -4.8572, 2.4506], [-3.9414, -4.7154, 3.7618], [-5.4846, -5.8086, 2.3610], [7.0896, 4.7498, 0.3127], [5.9648, 5.6919, -0.1342], [5.4434, 5.3622, -1.3791], [7.7023, 4.6807, -0.5861], [6.6667, 3.7535, 0.4421], [7.5043, 5.1218, 1.2496], [6.3674, 6.7047, -0.1181], [5.1711, 5.7183, 0.6124], [4.8478, 4.6145, -1.2909], [-0.8940, 0.6011, -0.8932], [0.4234, -0.1921, -1.0103], [1.2888, 0.7728, -0.3921], [-0.9927, 0.5393, 0.1905], [-1.7371, 0.0706, -1.3357], [-0.8392, 1.6311, -1.2458], [0.7042, -0.6464, -1.9605], [0.3901, -1.0504, -0.3393], [1.0004, 0.8097, 0.5228], [-3.2383, 7.7405, 1.6151], [-1.8434, 7.2781, 1.8354], [-1.4505, 7.5779, 3.1776], [-3.6041, 7.1697, 0.7616], [-3.2742, 8.7907, 1.3256], [-3.8294, 7.4988, 2.4984], [-1.0893, 7.5371, 1.0922], [-1.8345, 6.1909, 1.9132], [-0.5075, 7.7488, 3.1204]], "mulliken_charge": [-1.45, 0.55, -1.23, -0.53, 0.41, 0.38, 0.37, 0.22, 0.30, 0.34, 0.32, 0.33, -1.19, 0.56, -1.30, -0.54, 0.33, 0.32, 0.35, 0.15, 0.35, 0.32, 0.36, 0.30, -1.12, 0.42, -1.36, -0.55, 0.26, 0.29, 0.33, 0.30, 0.34, 0.38, 0.41, 0.30, -1.17, 0.50, -1.33, -0.54, 0.26, 0.32, 0.36, 0.23, 0.33, 0.33, 0.38, 0.33, -1.07, 0.20, -1.18, -0.53, 0.32, 0.35, 0.26, 0.33, 0.33, 0.32, 0.34, 0.33, -1.25, 0.42, -1.15, -0.53, 0.35, 0.35, 0.35, 0.20, 0.28, 0.33, 0.30, 0.34, -1.18, 0.38, -1.24, -0.55, 0.30, 0.36, 0.31, 0.29, 0.33, 0.33, 0.35, 0.34, -0.88, -0.31, -0.51, 0.27, 0.24, 0.32, 0.30, 0.27, 0.31, -0.85, -0.26, -0.52, 0.26, 0.30, 0.24, 0.32, 0.20, 0.30, -0.91, -0.24, -0.52, 0.26, 0.27, 0.29, 0.37, 0.19, 0.30]}